Record 1
DFT (ωB97M-V with the def2-TZVPD basis set) results for C11H19BO in the gas phase.

XYZ file:
```
32
C11H19BO ωB97M-V with the def2-TZVPD basis set
B 0.8689 -0.1215 -0.2186
C 2.3918 -0.1956 -0.5252
C 3.3058 0.1438 0.3609
C -1.8258 0.0873 1.6667
C -2.2315 -0.2461 -1.3717
C -0.8915 -1.1171 1.4951
C -1.2473 -1.4203 -1.1155
C -1.4723 1.4571 1.0915
C -1.6878 1.1623 -1.5176
C -0.2056 -1.2119 0.1417
C -0.8040 1.5934 -0.3106
C 4.8339 0.0752 0.3006
O 0.5192 1.1809 -0.3202
H 2.6114 -0.4843 -1.5229
H 2.8537 0.3169 1.3263
H -2.7663 -0.1724 1.2305
H -2.0466 0.2212 2.7830
H -2.8208 -0.5746 -2.2204
H -3.0473 -0.2230 -0.5448
H -0.0970 -1.1445 2.3109
H -1.4300 -2.0089 1.7182
H -1.8891 -2.2194 -0.9512
H -0.5481 -1.3815 -1.8906
H -2.3254 2.0369 0.9868
H -0.6805 1.9973 1.6823
H -1.0875 1.1645 -2.5214
H -2.4317 1.9310 -1.6923
H 0.2967 -2.2246 -0.0093
H -0.8538 2.7672 -0.4611
H 5.3426 -0.7344 0.8640
H 5.4002 0.9817 0.7253
H 5.3928 0.0846 -0.6552
```

* SMILES: C/C=C/B1O[C@H]2CCC[C@@H]1CCC2
* E_HOMO: -0.3412 Ha
* gap between HOMO and LUMO: 0.3679 Eh
* multiplicity: 1

***

Record 2
DFT (ωB97M-V with the def2-TZVPD basis set) results for a molecular structure, C11H19Br33NO2PSi2.

XYZ file:
```
69
C11H19Br33NO2PSi2 ωB97M-V with the def2-TZVPD basis set
N 5.6107 -5.1457 1.9824
Si 4.3123 -5.2747 0.8290
O 3.0864 -4.1181 0.9694
Si 2.7025 -2.9239 2.0852
P 0.5862 -3.2374 2.8844
O -0.3375 -1.9856 2.5541
H 6.2322 -4.3706 1.8876
H 5.4186 -5.2932 2.9489
H 3.6777 -6.5951 1.0018
H 4.8942 -5.1202 -0.5182
H 3.6488 -2.8512 3.2167
H 2.5749 -1.6367 1.4056
H 0.1322 -4.4826 2.3493
H 0.6895 -3.5369 4.2736
C 4.1758 0.0560 -1.4267
Br 5.2939 -0.5665 0.0463
Br 4.5091 -1.0127 -2.9953
Br 2.2910 0.0936 -1.0552
H 4.4935 1.0711 -1.6449
C 5.2903 3.1972 1.9468
Br 5.9209 1.8413 3.1654
Br 6.2434 3.1552 0.2688
Br 3.3892 3.0737 1.6760
H 5.4979 4.1584 2.4024
C -1.7905 1.3169 -1.7092
Br -1.1145 0.0182 -0.4563
Br -0.6542 1.5011 -3.2604
Br -3.6022 0.8928 -2.2224
H -1.8087 2.2794 -1.2102
C -4.4135 -3.8424 2.8482
Br -4.1635 -2.4461 1.5518
Br -5.0718 -5.4682 2.0389
Br -2.8256 -4.1619 3.8948
H -5.1712 -3.4952 3.5418
C -7.2240 2.2208 -3.8158
Br -5.7287 2.1004 -5.0219
Br -7.2262 0.7898 -2.5226
Br -7.3132 3.9420 -2.9509
H -8.1233 2.1108 -4.4110
C 3.6622 6.6498 3.9511
Br 4.4212 5.1436 4.8929
Br 4.4138 6.8239 2.1803
Br 1.7399 6.5566 3.8994
H 3.9323 7.5417 4.5044
C 8.1518 1.2276 -2.5007
Br 7.3610 0.9207 -4.2290
Br 9.4825 -0.0946 -2.0690
Br 8.8579 3.0195 -2.3661
H 7.3590 1.1302 -1.7651
C -1.9845 -4.6002 -1.4024
Br -2.0346 -6.0348 -2.6902
Br -0.1736 -4.0627 -1.0098
Br -3.0520 -3.0990 -1.9572
H -2.4184 -4.9798 -0.4824
C -10.5905 -0.5501 -0.4628
Br -10.9366 -0.8455 -2.3335
Br -9.1130 -1.6225 0.1602
Br -10.2995 1.3165 -0.0815
H -11.4745 -0.8592 0.0826
C -8.9063 2.5026 3.3877
Br -7.3691 2.4556 2.2284
Br -8.9158 1.0144 4.6144
Br -9.0548 4.1881 4.3123
H -9.7842 2.4002 2.7594
C 4.6413 3.4786 -6.0503
Br 4.5304 5.1628 -6.9806
Br 4.3466 3.6910 -4.1580
Br 3.4522 2.1638 -6.8078
H 5.6526 3.1074 -6.1748
```

* E_HOMO: -0.3466 Ha
* gap between HOMO and LUMO: 0.3375 Eh
* multiplicity: 1

***

Record 3
DFT (ωB97M-V with the def2-TZVPD basis set) results for a molecular structure, C11H19CaN5O6.

XYZ file:
```
42
C11H19CaN5O6 ωB97M-V with the def2-TZVPD basis set
Ca 0.1969 0.2833 -0.4943
C 0.7617 -2.5859 1.1722
C 2.0563 -1.7950 1.1342
O 1.8648 -0.3849 1.1095
C 1.6241 0.3123 2.3387
C 0.1897 0.1939 2.8365
O -0.6773 0.3701 1.7255
C -2.0512 0.1285 1.9634
C -2.7886 0.2836 0.6396
O -2.1331 -0.3309 -0.4681
C -2.2925 -1.7307 -0.6874
C -1.4175 -2.5872 0.2094
O -0.0883 -2.0924 0.1482
H 0.2581 -2.4983 2.1399
H 0.9915 -3.6445 1.0084
H 2.5912 -2.0233 0.2121
H 2.6865 -2.0827 1.9811
H 1.8401 1.3552 2.1041
H 2.3027 -0.0497 3.1171
H 0.0226 0.9789 3.5810
H -0.0177 -0.7723 3.3094
H -2.4573 0.8599 2.6706
H -2.1816 -0.8674 2.4003
H -2.8400 1.3394 0.3758
H -3.8067 -0.1025 0.7474
H -2.0119 -1.8807 -1.7295
H -3.3390 -2.0217 -0.5556
H -1.4616 -3.6236 -0.1427
H -1.7656 -2.5722 1.2471
N 2.0350 3.4381 -2.6792
N 2.2673 3.2413 -1.3057
C 1.2536 2.9168 -0.4149
O 1.4864 2.9977 0.8037
O 0.1801 2.4542 -0.9511
H 1.9929 2.5344 -3.1354
H 1.1226 3.8620 -2.8128
H 2.9889 3.8316 -0.9271
N 0.6450 -0.5717 -2.6503
C 0.2705 -0.3002 -3.7306
N -0.1578 -0.1190 -4.9215
C -0.0857 1.1071 -5.4331
N -0.0554 2.1485 -5.9359
```

* E_HOMO: -0.2970 Ha
* gap between HOMO and LUMO: 0.2902 Eh
* multiplicity: 1

***

Record 4
DFT (ωB97M-V with the def2-TZVPD basis set) results for a molecular structure, C11H19ClCrF6NO15S2.

XYZ file:
```
56
C11H19ClCrF6NO15S2 ωB97M-V with the def2-TZVPD basis set
Cr -0.3667 0.3366 -0.1775
C 2.7644 1.2045 -3.3005
F 3.1398 1.7835 -4.4194
F 3.3151 0.0122 -3.1873
F 3.1565 1.9297 -2.2589
S 0.8808 1.0106 -3.2737
O 0.6554 -0.1095 -4.1592
O 0.5077 0.6628 -1.8732
O 0.2922 2.2765 -3.6731
C 0.1058 1.6703 4.2001
F 0.9344 0.6605 4.3166
F -0.4592 1.8560 5.3669
F 0.7015 2.7816 3.7894
S -1.2423 1.3235 2.9149
O -0.5492 0.9594 1.6551
O -1.9588 0.1772 3.4427
O -2.0254 2.5384 2.7736
Cl 3.0902 -0.5919 0.4912
O 1.8702 0.2284 0.6249
O 2.7377 -1.5762 -0.5113
O 4.1837 0.2299 0.1155
O 3.4100 -1.2272 1.7357
C 1.1639 -3.9267 3.2157
C 0.3267 -4.8098 2.2969
O -0.0097 -3.8493 1.2653
C 0.0943 -2.6028 1.7571
O -0.1589 -1.6108 1.1596
O 0.6258 -2.6403 2.9877
H 2.2337 -3.9156 2.9999
H 1.0999 -4.2254 4.2614
H -0.6532 -5.1748 2.6020
H 0.8962 -5.5617 1.7547
C -0.2806 -2.5584 -1.7736
O -0.9023 -1.3425 -1.3610
C -2.1155 -1.1400 -2.0799
C -2.4816 0.3610 -1.9900
N -2.3248 0.7667 -0.5836
C -2.6293 2.2103 -0.3305
C -1.4352 3.0571 -0.7024
O -0.1792 2.5021 -0.3206
C 0.9570 3.3576 -0.4597
H 0.2151 -2.5094 -2.7443
H -0.9854 -3.3912 -1.8167
H 0.4711 -2.7714 -1.0166
H -2.9516 -1.7301 -1.6998
H -1.9839 -1.2714 -3.1559
H -3.5183 0.4777 -2.3164
H -1.8551 0.9531 -2.6545
H -3.1465 0.3437 -0.1500
H -2.9935 2.4287 0.6731
H -3.5026 2.5713 -0.8865
H -1.5847 3.9954 -0.1579
H -1.4234 3.3188 -1.7640
H 1.0194 4.2027 0.2203
H 1.0612 3.6569 -1.5049
H 1.8074 2.6915 -0.3176
```

* E_HOMO (spin up / spin down): -0.3589 / -0.3589 Ha
* gap between HOMO and LUMO (spin up / spin down): 0.2753 / 0.3182 Eh
* multiplicity: 4
* expectation value of S²: 3.7718

***

Number 1: E -14437.982 eV. Number 2: E -2353745.493 eV. Number 3: E -49890.757 eV. Number 4: E -122828.966 eV.